Here is the molecule C5H5ClN2 from the Open Molecules 2025 dataset. Energies are from ωB97M-V/def2-TZVPD.

The gap between HOMO and LUMO comes out at 0.365 Ha. Its SMILES is ClCc1ccnnc1. The total energy is -763.18460 a.u. The calculation puts the energy relative to the best compared isomer or geometry (same formula, charge and spin) at 17.7 kcal per mole.

Geometry as ORCA input:
```
! wB97M-V def2-TZVPD RIJCOSX def2/J DEFGRID3
* xyz 0 1
C -1.40145 -0.86312 0.21393
C -0.00265 -0.27759 0.13710
C 0.38391 1.02904 0.11569
C 1.79285 1.27306 0.07600
C 1.04626 -1.22120 -0.04119
H -1.52074 -1.16178 1.24640
H -1.47398 -1.73715 -0.43829
H -0.27454 1.95376 0.15524
H 2.22257 2.31804 0.06900
H 0.70815 -2.29226 -0.05434
N 2.69952 0.35074 -0.10792
N 2.34522 -0.92845 -0.12834
Cl -2.69930 0.31307 -0.13726
*
```